{"formula": "C36H52B2F4N5O6V", "method": "ωB97M-V with the def2-TZVPD basis set", "elements": ["V", "C", "C", "N", "O", "B", "F", "F", "O", "N", "C", "C", "C", "N", "O", "B", "F", "F", "O", "N", "C", "C", "C", "H", "H", "H", "H", "H", "H", "H", "H", "H", "H", "H", "H", "C", "C", "C", "C", "C", "C", "C", "N", "C", "C", "C", "C", "C", "C", "O", "C", "C", "C", "C", "C", "C", "C", "C", "C", "O", "C", "C", "C", "C", "C", "C", "H", "H", "H", "H", "H", "H", "H", "H", "H", "H", "H", "H", "H", "H", "H", "H", "H", "H", "H", "H", "H", "H", "H", "H", "H", "H", "H", "H", "H", "H", "H", "H", "H", "H", "H", "H", "H", "H", "H", "H"], "coordinates": [[2.05762, -0.60744, -0.47920], [5.17175, 2.33933, -0.38283], [3.99910, 1.47736, -0.68097], [3.96368, 0.20374, -0.46052], [4.98032, -0.35040, 0.18004], [5.09816, -1.88373, 0.15590], [5.40738, -2.26316, -1.12858], [6.00000, -2.17547, 1.11715], [3.79061, -2.52904, 0.55503], [2.90880, -2.38896, -0.45370], [2.91470, -3.18187, -1.46566], [3.54514, -4.52111, -1.48240], [2.20761, -2.62686, -2.64427], [1.87402, -1.38741, -2.50236], [1.17754, -0.84121, -3.49561], [1.07003, 0.68220, -3.58459], [2.27418, 1.16936, -4.03112], [-0.01221, 0.91297, -4.36825], [0.77452, 1.31237, -2.24187], [1.83161, 1.14205, -1.42078], [2.77892, 2.00257, -1.35915], [2.73863, 3.37413, -1.91612], [1.95071, -3.42963, -3.86253], [5.95525, 1.76133, 0.09688], [4.87681, 3.16444, 0.26896], [5.55260, 2.77580, -1.30714], [4.13158, -4.68476, -0.58421], [4.17470, -4.63514, -2.36496], [2.74509, -5.26359, -1.55156], [1.81727, 3.54096, -2.46572], [3.59146, 3.53499, -2.57488], [2.82230, 4.08588, -1.09051], [2.46514, -4.38479, -3.82946], [2.26127, -2.86966, -4.74568], [0.88195, -3.60860, -3.95876], [-2.39293, 0.06055, 5.57146], [-2.36748, 1.08222, 4.42827], [-3.68909, 0.98897, 3.66377], [-2.23999, 2.49739, 5.00354], [-1.16760, 0.79236, 3.52839], [-1.31178, 0.43177, 2.19605], [-0.17203, 0.15156, 1.43342], [-0.07705, -0.27750, 0.13393], [-1.14406, -0.24357, -0.65385], [-2.09739, 0.79000, -0.60684], [-3.14808, 0.78309, -1.47143], [-3.32337, -0.33732, -2.36134], [-2.46149, -1.37266, -2.49244], [-1.25398, -1.34741, -1.64695], [-0.39186, -2.21249, -1.65641], [-2.66889, -2.45480, -3.53389], [-2.38670, -3.85760, -2.97016], [-1.74581, -2.13770, -4.71621], [-4.10969, -2.46612, -4.05191], [-4.09106, 1.97808, -1.49664], [-4.69200, 2.17416, -0.09724], [-3.28294, 3.22417, -1.89048], [-5.23243, 1.80281, -2.49828], [1.06946, 0.19336, 2.07414], [2.05042, -0.22509, 1.23114], [1.29362, 0.56400, 3.38864], [0.11241, 0.86538, 4.07749], [2.62784, 0.63268, 4.12186], [2.75688, 2.01689, 4.76818], [3.85223, 0.40993, 3.23042], [2.63167, -0.44509, 5.21407], [-3.25562, 0.24272, 6.21271], [-1.50176, 0.12370, 6.19427], [-2.46496, -0.95722, 5.18735], [-4.51449, 1.20881, 4.34014], [-3.85906, -0.00897, 3.25720], [-3.73665, 1.70799, 2.84407], [-3.10323, 2.72100, 5.63041], [-2.19745, 3.24315, 4.20925], [-1.35005, 2.61052, 5.62112], [-2.28839, 0.31960, 1.75641], [-1.95371, 1.63137, 0.05097], [-4.19099, -0.32219, -2.99962], [-1.35498, -3.98220, -2.65862], [-2.60998, -4.59360, -3.74197], [-3.03285, -4.07418, -2.11838], [-0.71450, -2.03998, -4.39749], [-2.02468, -1.19119, -5.18002], [-1.82193, -2.92169, -5.47030], [-4.83234, -2.57425, -3.24205], [-4.23455, -3.31484, -4.72226], [-4.35997, -1.57291, -4.62362], [-3.92623, 2.41301, 0.64036], [-5.22436, 1.28347, 0.23772], [-5.39942, 3.00228, -0.11380], [-2.49339, 3.43839, -1.17107], [-3.94134, 4.09147, -1.92928], [-2.82161, 3.10216, -2.87021], [-5.85106, 0.93310, -2.27195], [-4.86938, 1.71023, -3.52184], [-5.87802, 2.67924, -2.45992], [0.20356, 1.14152, 5.11797], [2.68995, 2.81033, 4.02334], [3.72607, 2.09652, 5.25976], [1.99309, 2.19908, 5.52247], [3.91083, 1.14022, 2.41961], [3.88083, -0.58382, 2.79136], [4.74721, 0.53045, 3.84071], [1.79988, -0.32927, 5.90858], [3.55594, -0.38062, 5.78777], [2.57451, -1.44206, 4.77761]], "lowdin_spin": [1.165, 0.000, 0.001, -0.006, 0.004, 0.000, 0.000, 0.000, 0.001, -0.014, 0.009, 0.001, -0.001, 0.000, 0.000, 0.000, 0.000, 0.000, 0.005, -0.012, 0.007, 0.001, 0.000, 0.000, 0.000, 0.000, 0.000, 0.000, 0.000, 0.000, 0.000, 0.000, 0.000, 0.000, 0.000, -0.001, -0.002, 0.000, -0.001, -0.018, 0.011, -0.015, 0.020, -0.013, 0.005, -0.021, 0.006, -0.012, -0.004, -0.024, -0.001, -0.001, -0.001, 0.000, -0.003, -0.002, -0.002, 0.000, 0.000, -0.079, -0.015, 0.012, -0.002, -0.001, 0.000, -0.001, 0.000, 0.000, 0.000, 0.000, 0.000, 0.000, 0.000, 0.000, 0.000, 0.001, 0.000, 0.001, 0.000, 0.000, 0.000, 0.000, 0.000, 0.000, 0.000, 0.000, 0.000, 0.000, 0.000, 0.000, 0.000, 0.000, 0.000, 0.000, 0.000, 0.000, 0.001, 0.000, 0.000, 0.000, 0.000, 0.000, 0.000, 0.000, 0.000, 0.000], "total_charge": 1, "e_lumo_ha": [-0.1975, -0.1929], "multiplicity": 2, "e_homo_ev": [-10.9582, -10.9293], "total_energy_ev": -95822.97970, "molar_mass_da": 799.4}

---

{"formula": "C36H52N2O14", "method": "ωB97M-V with the def2-TZVPD basis set", "elements": ["C", "C", "C", "N", "C", "H", "H", "H", "H", "H", "C", "C", "C", "N", "C", "H", "H", "H", "H", "H", "O", "C", "C", "C", "C", "O", "H", "H", "H", "H", "H", "H", "O", "C", "C", "C", "C", "O", "H", "H", "H", "H", "H", "H", "O", "C", "C", "C", "C", "O", "H", "H", "H", "H", "H", "H", "O", "C", "C", "C", "C", "O", "H", "H", "H", "H", "H", "H", "O", "C", "C", "C", "C", "O", "H", "H", "H", "H", "H", "H", "O", "C", "C", "C", "C", "O", "H", "H", "H", "H", "H", "H", "O", "C", "C", "C", "C", "O", "H", "H", "H", "H", "H", "H"], "coordinates": [[-16.93778, -26.20242, -14.34445], [-17.21477, -24.97612, -13.69231], [-16.84761, -24.89566, -12.43974], [-16.30780, -26.12223, -12.19208], [-16.43916, -26.92494, -13.25304], [-17.12729, -26.60158, -15.32992], [-17.69749, -24.13515, -14.16787], [-16.78046, -23.96770, -11.89131], [-15.81441, -26.21312, -11.31549], [-15.94791, -27.88326, -13.17125], [-21.86522, -26.58863, -8.61058], [-20.83973, -27.50703, -8.70616], [-19.70820, -26.79999, -9.12222], [-19.96522, -25.49937, -9.37294], [-21.27191, -25.32745, -9.00085], [-22.91409, -26.80157, -8.46594], [-20.78263, -28.54459, -8.41188], [-18.69779, -27.05038, -9.40994], [-19.23557, -24.80851, -9.47504], [-21.66416, -24.32220, -9.04578], [-20.59069, -23.90922, -14.92756], [-20.57756, -25.09063, -15.21911], [-21.19186, -26.23500, -14.42253], [-21.12257, -27.37698, -15.38904], [-20.11098, -26.94268, -16.51697], [-20.04437, -25.48144, -16.35946], [-20.57990, -26.46687, -13.55084], [-22.24251, -26.20997, -14.13338], [-20.68208, -28.24394, -14.89665], [-22.09832, -27.75581, -15.69317], [-19.09118, -27.31372, -16.41481], [-20.36977, -27.33291, -17.50127], [-20.67695, -17.34343, -14.91742], [-20.81741, -18.33676, -15.63532], [-21.91327, -19.26721, -15.47605], [-21.44002, -20.52287, -16.27215], [-20.27899, -19.96148, -17.10275], [-19.89603, -18.70182, -16.60096], [-22.13223, -19.42547, -14.42006], [-22.74071, -18.74666, -15.95820], [-21.17440, -21.36613, -15.63460], [-22.17287, -20.98649, -16.93252], [-19.39059, -20.58633, -17.19458], [-20.69706, -19.87415, -18.10559], [-18.25033, -23.07938, -9.55132], [-18.98008, -22.56535, -10.45307], [-19.49459, -21.13220, -10.58978], [-20.58998, -21.26334, -11.56358], [-20.36828, -22.61228, -12.24351], [-19.63356, -23.32836, -11.32443], [-19.79919, -20.64965, -9.66109], [-18.64601, -20.68672, -11.10896], [-21.54071, -21.16333, -11.03991], [-20.53699, -20.49182, -12.33173], [-21.21162, -23.22800, -12.55617], [-19.76133, -22.54795, -13.14660], [-12.92384, -20.24295, -9.01002], [-13.56340, -21.20091, -8.52378], [-13.86593, -21.57343, -7.01293], [-14.99025, -22.52089, -7.13246], [-14.83643, -23.15028, -8.50515], [-14.10078, -22.20363, -9.22752], [-13.06297, -22.17384, -6.58529], [-13.98022, -20.68072, -6.39804], [-14.86561, -23.33281, -6.41598], [-15.91727, -21.94807, -7.10772], [-14.33682, -24.11527, -8.41976], [-15.80874, -23.25499, -8.98657], [-24.87345, -25.84736, -15.47880], [-24.64620, -24.61388, -15.55808], [-24.28061, -23.73066, -14.41672], [-24.31146, -22.40586, -15.15387], [-24.84621, -22.55588, -16.55799], [-25.02155, -24.01508, -16.63598], [-24.98584, -23.99770, -13.62968], [-23.25100, -23.96756, -14.14859], [-24.98179, -21.67460, -14.70219], [-23.29974, -22.00490, -15.09265], [-25.84679, -22.12455, -16.52783], [-24.26489, -22.27444, -17.43603], [-18.03205, -18.46482, -9.78788], [-17.29371, -17.80518, -10.47831], [-16.11254, -17.02326, -10.01148], [-15.66151, -16.28805, -11.31446], [-16.43763, -16.99943, -12.37899], [-17.44092, -17.75678, -11.72926], [-16.50286, -16.23928, -9.36254], [-15.35449, -17.53157, -9.41560], [-15.83801, -15.21995, -11.44139], [-14.57686, -16.34190, -11.40791], [-16.79581, -16.29450, -13.12924], [-15.85304, -17.76703, -12.88609], [-22.90529, -20.83749, -9.09940], [-22.88516, -19.73197, -8.61007], [-22.89620, -19.37319, -7.13363], [-22.97519, -17.79576, -7.07663], [-23.34015, -17.42236, -8.52870], [-22.88845, -18.57657, -9.34586], [-23.65640, -19.88918, -6.54715], [-21.98537, -19.74618, -6.66527], [-23.72460, -17.38853, -6.39792], [-21.98590, -17.41160, -6.82799], [-24.40299, -17.19921, -8.62175], [-22.81649, -16.47188, -8.63100]], "mulliken_charge": [-1.161, 0.367, -0.920, 0.069, -0.445, 0.479, 0.506, 0.439, 0.228, 0.425, -0.845, -0.543, -0.404, 0.427, -0.476, 0.391, 0.404, 0.355, 0.113, 0.586, -0.553, 0.283, 0.033, -0.755, -0.329, -0.377, 0.309, 0.202, 0.318, 0.335, 0.140, 0.344, -0.632, 0.350, -0.161, 0.950, -0.589, -0.354, 0.290, 0.329, -0.559, -0.089, 0.335, 0.281, -0.882, 0.281, -0.200, 0.066, 0.258, 0.005, 0.342, 0.035, 0.142, 0.116, -0.154, -0.033, -0.643, 0.554, -0.512, -0.526, 0.244, -0.320, 0.240, 0.336, 0.379, 0.214, 0.239, -0.196, -0.698, 0.444, 0.668, 0.165, -0.438, -0.376, 0.383, -0.755, 0.388, -0.459, 0.259, 0.342, -0.652, 0.514, -0.311, -0.544, -0.393, -0.301, 0.205, 0.345, 0.284, 0.277, 0.315, 0.265, -0.577, 0.586, -0.552, -0.476, -0.441, -0.327, 0.332, 0.251, 0.314, 0.273, 0.297, 0.312], "e_lumo_ha": 0.0178, "smiles": "c1cc[nH]c1.c1cc[nH]c1.O=C1CCCO1.O=C1CCCO1.O=C1CCCO1.O=C1CCCO1.O=C1CCCO1.O=C1CCCO1.O=C1CCCO1", "e_homo_ev": -7.3063, "total_energy_ev": -69817.47490, "molar_mass_da": 736.8}

---

{"formula": "C36H52NO2PtSSeSi", "method": "ωB97M-V with the def2-TZVPD basis set", "elements": ["Pt", "C", "C", "C", "C", "C", "C", "C", "Se", "C", "C", "C", "C", "C", "C", "O", "C", "C", "C", "C", "C", "C", "C", "C", "C", "O", "C", "C", "C", "C", "C", "C", "H", "H", "H", "H", "H", "H", "H", "H", "H", "H", "H", "H", "H", "H", "H", "H", "H", "H", "H", "H", "H", "H", "H", "H", "H", "H", "H", "H", "H", "H", "H", "H", "H", "H", "H", "H", "H", "H", "H", "H", "C", "Si", "C", "C", "C", "C", "C", "C", "N", "C", "S", "H", "H", "H", "H", "H", "H", "H", "H", "H", "H", "H", "H"], "coordinates": [[-1.37080, -0.77711, -1.58833], [5.68634, -1.99351, 0.97653], [4.67103, -2.37813, 2.05366], [4.87743, -1.44465, 3.25714], [4.95817, -3.82450, 2.48601], [3.23112, -2.25431, 1.54844], [2.90802, -1.82651, 0.27466], [1.58003, -1.68791, -0.11768], [1.20690, -1.07668, -1.89233], [1.54284, 0.79323, -1.62756], [2.81516, 1.24892, -1.30787], [3.04564, 2.59990, -1.11301], [1.94782, 3.45669, -1.27690], [0.66852, 3.03490, -1.60786], [0.44460, 1.63598, -1.79603], [-0.74218, 1.16779, -2.13700], [-0.49417, 4.02808, -1.76041], [-1.06238, 3.95789, -3.18767], [-0.04274, 5.46978, -1.51063], [-1.60101, 3.70440, -0.74060], [4.41650, 3.17139, -0.73897], [4.32169, 3.91435, 0.60270], [4.88712, 4.15170, -1.82500], [5.47214, 2.07409, -0.59729], [0.48423, -2.00178, 0.71374], [-0.75028, -1.90283, 0.30706], [0.81953, -2.47100, 2.03477], [2.15582, -2.57239, 2.39105], [-0.28721, -2.89095, 3.01526], [0.27446, -3.29797, 4.38028], [-1.02090, -4.10878, 2.43495], [-1.27222, -1.73456, 3.26305], [6.70013, -2.09111, 1.37655], [5.54985, -0.95701, 0.65230], [5.60357, -2.64316, 0.09969], [5.91082, -1.50513, 3.61988], [4.21116, -1.70922, 4.08261], [4.66752, -0.40910, 2.97439], [5.99456, -3.92470, 2.83029], [4.80165, -4.51007, 1.64838], [4.29988, -4.13406, 3.30234], [3.68342, -1.58986, -0.44439], [3.61413, 0.52463, -1.20139], [2.11178, 4.51844, -1.12665], [-0.28197, 4.18954, -3.91927], [-1.87470, 4.68608, -3.30365], [-1.45422, 2.96351, -3.39756], [0.72715, 5.78276, -2.22416], [0.34717, 5.59991, -0.49592], [-0.90149, 6.13713, -1.62893], [-2.00816, 2.70733, -0.90959], [-2.41678, 4.43289, -0.83013], [-1.20243, 3.75106, 0.27760], [3.61895, 4.75019, 0.54562], [5.30152, 4.31256, 0.89242], [3.97568, 3.23609, 1.38775], [4.19595, 4.99309, -1.92609], [4.94514, 3.64612, -2.79307], [5.87803, 4.55240, -1.57985], [5.19859, 1.36118, 0.18739], [6.43309, 2.52247, -0.32674], [5.60638, 1.52380, -1.53370], [2.39099, -2.92496, 3.38966], [0.93079, -4.17137, 4.30969], [-0.55722, -3.55891, 5.04220], [0.83133, -2.47835, 4.84492], [-0.35900, -4.98081, 2.43098], [-1.32814, -3.90693, 1.41240], [-1.91082, -4.34816, 3.03233], [-0.74325, -0.88105, 3.69880], [-2.05539, -2.05271, 3.96230], [-1.73800, -1.40980, 2.33355], [-6.73058, 0.97322, -2.97413], [-6.98309, -0.56949, -1.96848], [-7.92723, -1.80297, -3.01076], [-7.98396, -0.11631, -0.45618], [-5.46255, -1.49792, -1.35911], [-5.69028, -2.58172, -0.51535], [-4.64860, -3.37002, -0.03029], [-3.36767, -3.04902, -0.42531], [-3.12262, -2.02023, -1.23482], [-4.11227, -1.23156, -1.68484], [-3.46436, 0.08623, -2.59622], [-7.70607, 1.38882, -3.25937], [-6.15431, 0.76464, -3.88124], [-6.17485, 1.72797, -2.40748], [-8.87023, -1.38913, -3.38787], [-8.15430, -2.71411, -2.44660], [-7.31307, -2.09043, -3.87156], [-8.92865, 0.36567, -0.73437], [-7.41392, 0.58549, 0.16269], [-8.21885, -0.98979, 0.16167], [-6.71001, -2.81918, -0.21745], [-4.82597, -4.20647, 0.63296], [-2.50545, -3.61389, -0.10297]], "mulliken_charge": [1.028, -1.792, 2.120, -1.621, -1.776, -0.956, -0.329, -0.748, -0.116, -0.093, -0.393, -0.772, 0.156, -0.535, 1.523, -1.142, 2.342, -1.628, -2.259, -1.483, 2.111, -1.724, -1.748, -1.990, 1.306, -1.069, -0.280, 0.009, 2.441, -2.297, -1.177, -1.586, 0.469, 0.108, 0.369, 0.484, 0.302, 0.287, 0.460, 0.357, 0.312, 0.625, 0.164, 0.266, 0.322, 0.451, 0.242, 0.369, 0.384, 0.454, 0.197, 0.447, 0.307, 0.321, 0.480, 0.335, 0.336, 0.356, 0.436, 0.171, 0.487, 0.385, 0.282, 0.376, 0.455, 0.411, 0.323, -0.078, 0.422, 0.352, 0.460, 0.161, -1.001, 0.130, -1.072, -1.048, 0.591, -0.031, -1.095, -0.377, -0.495, 0.426, -0.474, 0.301, 0.310, 0.318, 0.310, 0.332, 0.328, 0.309, 0.323, 0.316, 0.237, 0.395, 0.595], "total_charge": -1, "e_lumo_ha": [0.0912, 0.0912], "e_homo_ev": [-4.0618, -4.0624], "total_energy_ev": -131070.94685, "molar_mass_da": 865.0}

---

What is the formula in the second record?
C36H52N2O14